No. 1
# C57H144N8O19

A 11-piece molecular cluster, C57H144N8O19 overall (ωB97M-V/def2-TZVPD, the Open Molecules 2025 dataset).

Structure (XYZ):
```
228
C57H144N8O19 ωB97M-V/def2-TZVPD
C 18.680 18.250 8.894
O 18.183 19.472 9.431
C 19.272 20.282 9.943
C 18.745 21.431 10.777
N 17.823 22.215 9.944
C 17.054 23.095 10.857
C 16.120 24.034 10.122
O 15.182 23.268 9.440
C 14.240 23.952 8.625
H 17.832 17.677 8.532
H 19.284 17.726 9.634
H 19.311 18.438 8.026
H 19.883 20.680 9.133
H 19.886 19.629 10.535
H 19.619 22.036 11.025
H 18.274 21.194 11.759
H 17.146 21.616 9.418
H 17.792 23.694 11.325
H 16.475 22.557 11.608
H 16.702 24.686 9.493
H 15.613 24.626 10.892
H 14.770 24.601 7.893
H 13.517 24.485 9.231
H 13.566 23.216 8.143
C 22.398 10.834 11.454
O 23.263 11.197 12.496
C 23.732 12.500 12.400
C 24.531 12.736 13.677
N 23.683 12.713 14.866
C 22.742 13.856 14.927
C 21.611 13.546 15.922
O 20.828 12.436 15.443
C 20.109 12.779 14.303
H 22.926 10.720 10.494
H 21.618 11.588 11.296
H 21.995 9.873 11.735
H 22.956 13.226 12.328
H 24.369 12.661 11.545
H 24.993 13.745 13.627
H 25.344 12.057 13.890
H 23.122 11.871 14.837
H 22.182 14.155 13.973
H 23.334 14.708 15.319
H 20.938 14.340 16.219
H 22.067 13.160 16.819
H 20.729 12.929 13.424
H 19.569 13.730 14.403
H 19.465 11.931 14.071
C 21.713 20.081 14.772
O 22.992 19.634 15.066
C 23.177 18.256 14.875
C 24.664 17.989 14.911
N 25.469 18.992 14.108
C 25.428 18.809 12.687
C 26.456 17.817 12.210
O 25.960 16.508 12.415
C 26.805 15.451 11.974
H 21.528 20.097 13.703
H 21.625 21.127 15.078
H 20.974 19.441 15.324
H 22.694 17.904 13.949
H 22.650 17.708 15.689
H 24.932 17.016 14.518
H 25.098 18.098 15.927
H 25.117 19.909 14.384
H 25.720 19.812 12.279
H 24.421 18.550 12.225
H 27.263 17.980 12.925
H 26.812 17.930 11.171
H 27.696 15.365 12.630
H 27.068 15.640 10.932
H 26.229 14.500 12.047
C 17.792 10.822 17.534
O 16.483 10.895 16.898
C 15.535 11.596 17.706
C 14.199 11.425 17.027
N 14.128 12.212 15.810
C 12.999 11.988 14.915
C 13.027 10.648 14.158
O 14.104 10.691 13.273
C 14.183 9.499 12.601
H 17.741 10.264 18.477
H 18.196 11.818 17.663
H 18.412 10.222 16.855
H 15.808 12.675 17.819
H 15.483 11.164 18.697
H 13.371 11.795 17.606
H 14.066 10.347 16.899
H 14.959 12.076 15.292
H 12.953 12.741 14.130
H 12.088 12.045 15.495
H 12.073 10.561 13.607
H 13.158 9.748 14.831
H 15.067 9.473 11.935
H 13.282 9.299 12.006
H 14.277 8.669 13.324
C 10.639 19.883 10.957
O 10.367 18.504 11.010
C 10.897 17.940 12.211
C 10.670 16.448 12.249
N 11.396 15.802 13.352
C 11.044 16.256 14.685
C 11.636 15.332 15.721
O 11.226 15.725 17.013
C 11.581 14.812 18.009
H 11.725 20.083 11.024
H 10.121 20.378 11.783
H 10.288 20.346 10.005
H 10.461 18.473 13.076
H 12.005 18.027 12.329
H 11.003 16.110 11.247
H 9.585 16.279 12.292
H 12.380 15.837 13.155
H 9.942 16.181 14.807
H 11.402 17.288 14.927
H 12.741 15.340 15.702
H 11.291 14.336 15.457
H 12.631 14.557 17.987
H 10.980 13.882 17.984
H 11.466 15.292 18.973
C 13.787 24.724 15.445
O 12.450 24.403 15.785
C 12.372 23.705 17.011
C 12.483 22.207 16.692
N 11.577 21.796 15.685
C 11.689 20.479 15.146
C 12.991 20.226 14.347
O 13.041 21.140 13.270
C 14.184 20.926 12.513
H 13.776 25.245 14.483
H 14.377 23.800 15.458
H 14.273 25.410 16.214
H 11.396 23.917 17.442
H 13.042 24.136 17.735
H 12.335 21.634 17.648
H 13.521 21.999 16.386
H 11.469 22.456 14.923
H 10.801 20.244 14.525
H 11.771 19.787 15.972
H 13.003 19.214 13.936
H 13.792 20.332 15.093
H 14.142 21.633 11.668
H 14.253 19.934 12.035
H 15.087 21.098 13.079
C 13.406 18.125 17.441
O 14.166 19.328 17.452
C 14.866 19.552 18.621
C 15.725 20.770 18.369
N 16.528 20.585 17.104
C 17.209 21.783 16.843
C 18.068 21.774 15.567
O 17.330 22.028 14.455
C 16.976 23.375 14.324
H 12.426 18.379 17.791
H 13.971 17.348 18.013
H 13.294 17.811 16.411
H 15.516 18.696 18.835
H 14.139 19.724 19.424
H 16.426 20.897 19.222
H 15.125 21.694 18.337
H 15.828 20.328 16.429
H 17.856 21.983 17.708
H 16.591 22.687 16.815
H 18.431 20.736 15.470
H 18.868 22.493 15.635
H 16.659 23.807 15.273
H 16.144 23.351 13.630
H 17.782 23.971 13.840
C 17.287 14.648 16.361
O 17.341 15.866 15.647
C 16.121 16.585 15.817
C 16.287 17.938 15.179
N 16.438 17.893 13.736
C 17.283 18.909 13.084
C 18.749 18.680 13.336
O 19.132 17.570 12.537
C 19.908 16.627 13.231
H 16.515 13.958 15.996
H 17.010 14.894 17.397
H 18.282 14.216 16.381
H 15.999 16.667 16.904
H 15.361 16.026 15.310
H 17.096 18.476 15.684
H 15.392 18.514 15.437
H 16.949 17.024 13.579
H 17.035 19.952 13.348
H 17.149 18.876 12.019
H 18.966 18.588 14.395
H 19.341 19.582 13.024
H 20.982 16.828 13.055
H 19.711 15.618 12.883
H 19.720 16.664 14.295
C 15.710 16.267 10.875
C 14.872 15.388 11.833
C 15.648 14.179 12.400
O 14.327 16.231 12.869
H 16.640 16.669 11.321
H 15.013 17.080 10.595
H 15.985 15.722 9.958
H 14.038 14.967 11.342
H 16.028 13.563 11.586
H 14.975 13.566 12.996
H 16.460 14.535 13.028
H 14.969 17.035 13.016
C 15.056 15.119 20.218
C 16.026 15.036 21.362
C 17.313 14.355 21.049
O 16.258 16.415 21.791
H 15.501 15.585 19.335
H 14.250 15.707 20.632
H 14.676 14.098 20.036
H 15.488 14.562 22.143
H 17.976 14.206 21.900
H 17.750 14.997 20.294
H 17.159 13.342 20.647
H 16.681 16.289 22.677
C 21.942 15.068 10.173
C 23.384 15.576 10.449
C 23.834 16.681 9.500
O 23.343 15.949 11.814
H 21.760 14.112 10.717
H 21.827 14.900 9.129
H 21.239 15.852 10.547
H 23.983 14.618 10.419
H 24.775 17.085 9.885
H 23.065 17.425 9.496
H 23.982 16.387 8.459
H 24.234 16.191 12.141
```

The orbital gap comes out at 8.610 eV. The HOMO energy comes out at -8.068 eV. The calculation puts the total energy at -112256.383 eV. Its LUMO energy is 0.0199 Eh. As for the maximum force: 0.0543 hartree/bohr. The SMILES is COCCNCCOC.COCCNCCOC.COCCNCCOC.COCCNCCOC.COCCNCCOC.COCCNCCOC.COCCNCCOC.COCCNCCOC.CC(C)O.CC(C)O.CC(C)O.

No. 2
# C57H147N9O21

A 12-piece molecular cluster, C57H147N9O21 overall (ωB97M-V/def2-TZVPD, the Open Molecules 2025 dataset).

Structure (XYZ):
```
234
C57H147N9O21 ωB97M-V/def2-TZVPD
C -41.649 5.065 -8.498
O -40.305 4.642 -8.285
C -39.794 5.054 -7.059
C -39.021 6.410 -7.182
N -39.540 7.458 -6.406
C -39.378 7.287 -4.954
C -40.258 8.397 -4.299
O -41.646 8.290 -4.685
C -42.476 9.315 -4.064
H -41.783 6.146 -8.522
H -42.202 4.655 -7.653
H -42.089 4.757 -9.447
H -39.000 4.339 -6.845
H -40.496 4.960 -6.230
H -39.169 6.681 -8.228
H -37.955 6.234 -7.039
H -40.546 7.519 -6.465
H -38.339 7.421 -4.653
H -39.825 6.351 -4.618
H -39.961 9.441 -4.403
H -40.359 8.133 -3.246
H -43.513 9.355 -4.397
H -42.057 10.321 -4.081
H -42.535 9.060 -3.006
C -32.231 -6.031 -27.678
O -31.946 -4.790 -28.261
C -31.408 -4.914 -29.552
C -29.958 -5.467 -29.704
N -29.933 -6.887 -30.105
C -28.999 -7.105 -31.159
C -27.496 -7.020 -30.809
O -27.402 -7.848 -29.693
C -26.164 -8.052 -29.043
H -32.911 -6.746 -28.143
H -32.659 -5.749 -26.716
H -31.303 -6.536 -27.408
H -31.392 -3.900 -29.951
H -32.049 -5.414 -30.279
H -29.468 -5.275 -28.749
H -29.347 -5.025 -30.491
H -29.476 -7.255 -29.283
H -29.388 -6.443 -31.932
H -29.181 -8.074 -31.624
H -27.082 -6.045 -30.551
H -26.844 -7.461 -31.562
H -26.243 -8.906 -28.371
H -25.863 -7.112 -28.581
H -25.416 -8.316 -29.791
C -44.200 -13.802 -22.466
O -44.826 -14.859 -23.259
C -44.459 -16.122 -22.667
C -45.063 -17.279 -23.440
N -44.282 -17.623 -24.624
C -44.974 -17.221 -25.825
C -44.159 -17.521 -27.164
O -42.925 -16.850 -27.171
C -42.520 -16.404 -28.532
H -44.496 -12.777 -22.688
H -43.123 -13.848 -22.626
H -44.205 -14.052 -21.405
H -44.736 -16.153 -21.614
H -43.394 -16.350 -22.659
H -46.143 -17.171 -23.537
H -44.923 -18.140 -22.787
H -43.284 -17.481 -24.577
H -45.208 -16.159 -25.750
H -45.941 -17.721 -25.891
H -44.799 -17.438 -28.042
H -43.764 -18.509 -27.402
H -41.436 -16.514 -28.510
H -42.757 -15.377 -28.813
H -42.775 -17.103 -29.329
C -50.759 -8.011 -20.582
O -50.373 -6.886 -21.524
C -51.495 -6.142 -21.871
C -52.599 -6.823 -22.755
N -53.587 -5.872 -23.381
C -54.263 -6.520 -24.463
C -53.750 -5.771 -25.761
O -52.361 -5.969 -26.030
C -51.747 -5.481 -27.236
H -50.778 -7.779 -19.517
H -50.033 -8.806 -20.752
H -51.672 -8.547 -20.840
H -51.181 -5.271 -22.446
H -52.014 -5.763 -20.991
H -53.077 -7.667 -22.257
H -52.210 -7.489 -23.525
H -52.984 -5.243 -23.892
H -55.307 -6.294 -24.243
H -54.231 -7.607 -24.540
H -53.986 -4.710 -25.841
H -54.171 -6.151 -26.692
H -52.255 -4.567 -27.541
H -51.584 -6.147 -28.084
H -50.772 -5.070 -26.976
C -51.893 4.858 -15.114
O -51.511 4.205 -16.234
C -51.150 2.821 -16.183
C -50.825 2.414 -17.633
N -49.471 2.986 -18.096
C -48.235 2.262 -17.591
C -47.181 3.253 -17.127
O -47.729 4.036 -16.074
C -47.318 5.428 -16.037
H -52.883 4.672 -14.698
H -51.728 5.935 -15.082
H -51.273 4.532 -14.278
H -52.153 2.449 -15.970
H -50.343 2.580 -15.491
H -51.551 2.818 -18.338
H -50.890 1.342 -17.823
H -49.569 3.900 -17.677
H -47.748 1.690 -18.380
H -48.444 1.516 -16.824
H -46.886 3.938 -17.922
H -46.206 2.840 -16.869
H -47.976 5.942 -15.337
H -47.499 5.875 -17.015
H -46.307 5.660 -15.702
C -37.745 -20.865 -20.639
O -36.849 -21.059 -19.499
C -37.326 -20.264 -18.359
C -36.677 -20.720 -17.049
N -35.236 -20.990 -17.192
C -34.764 -21.544 -15.865
C -35.296 -22.859 -15.363
O -34.480 -24.018 -15.597
C -35.271 -25.236 -15.504
H -37.903 -19.866 -21.043
H -38.747 -21.025 -20.241
H -37.475 -21.656 -21.340
H -38.410 -20.235 -18.255
H -36.939 -19.248 -18.444
H -37.328 -21.489 -16.632
H -36.868 -19.847 -16.426
H -34.993 -21.559 -17.990
H -34.956 -20.919 -14.993
H -33.683 -21.683 -15.883
H -36.364 -22.986 -15.541
H -35.296 -22.874 -14.273
H -35.794 -25.371 -14.557
H -34.651 -26.132 -15.553
H -36.131 -25.240 -16.173
C -39.874 -3.325 -16.318
O -40.013 -4.305 -17.400
C -41.160 -5.134 -17.321
C -41.395 -5.959 -18.659
N -40.462 -7.041 -18.878
C -39.111 -6.634 -19.144
C -38.290 -7.886 -19.745
O -38.544 -9.070 -18.950
C -37.560 -9.969 -19.337
H -39.935 -3.913 -15.402
H -40.724 -2.644 -16.275
H -38.893 -2.849 -16.307
H -42.087 -4.619 -17.069
H -41.019 -5.785 -16.458
H -41.352 -5.192 -19.432
H -42.445 -6.223 -18.786
H -40.311 -7.503 -17.992
H -38.777 -6.282 -18.167
H -39.044 -5.797 -19.840
H -37.285 -7.476 -19.847
H -38.734 -8.045 -20.727
H -37.296 -10.537 -18.445
H -36.621 -9.588 -19.737
H -37.924 -10.805 -19.934
C -40.282 7.397 -13.954
O -40.538 8.497 -13.055
C -41.058 9.633 -13.726
C -41.415 10.578 -12.649
N -42.843 10.583 -12.477
C -43.244 11.505 -11.330
C -44.754 11.072 -10.901
O -44.618 9.690 -10.592
C -45.754 9.163 -9.923
H -40.852 6.515 -13.661
H -39.203 7.250 -14.003
H -40.537 7.560 -15.002
H -41.839 9.506 -14.476
H -40.294 10.138 -14.316
H -41.133 11.607 -12.874
H -40.900 10.358 -11.714
H -43.023 9.691 -12.038
H -43.195 12.539 -11.671
H -42.684 11.414 -10.399
H -45.402 11.203 -11.767
H -45.035 11.711 -10.063
H -46.474 9.223 -10.739
H -46.022 9.757 -9.049
H -45.505 8.110 -9.789
C -53.182 -0.198 -23.789
O -51.860 -0.375 -24.257
C -51.559 0.504 -25.327
C -50.092 0.322 -25.676
N -49.384 0.970 -24.557
C -47.952 0.952 -24.729
C -47.335 -0.452 -24.862
O -45.942 -0.327 -25.020
C -45.282 -1.526 -25.111
H -53.379 -0.718 -22.852
H -53.849 -0.657 -24.519
H -53.403 0.857 -23.628
H -51.822 1.535 -25.090
H -52.252 0.199 -26.110
H -49.839 0.904 -26.562
H -49.980 -0.755 -25.801
H -49.802 0.883 -23.642
H -47.478 1.473 -23.897
H -47.767 1.523 -25.638
H -47.663 -1.141 -25.641
H -47.592 -0.876 -23.891
H -45.601 -2.230 -24.343
H -44.212 -1.387 -24.959
H -45.222 -1.919 -26.126
C -34.713 -2.614 -10.000
O -34.315 -1.675 -9.074
H -35.792 -2.641 -10.156
H -34.276 -2.466 -10.988
H -34.535 -3.635 -9.663
H -33.575 -1.167 -9.412
C -42.323 -10.350 -26.528
O -42.873 -9.221 -25.849
H -42.304 -10.331 -27.618
H -41.327 -10.658 -26.210
H -43.011 -11.149 -26.250
H -43.266 -9.491 -25.016
C -34.251 -10.946 -13.772
O -34.949 -12.124 -13.450
H -33.797 -10.411 -12.938
H -33.340 -11.228 -14.299
H -34.904 -10.284 -14.340
H -35.040 -12.737 -14.184
```

The orbital gap comes out at 8.785 eV. The HOMO energy comes out at -8.232 eV. The calculation puts the total energy at -117876.216 eV. Its LUMO energy is 0.0203 Eh. As for the maximum force: 0.0784 hartree/bohr. The SMILES is COCCNCCOC.COCCNCCOC.COCCNCCOC.COCCNCCOC.COCCNCCOC.COCCNCCOC.COCCNCCOC.COCCNCCOC.COCCNCCOC.CO.CO.CO.